--- i ---
Below is a structure of composition C8H24O4, with properties calculated with ωB97M-V/def2-TZVPD.

Positions of all 36 atoms, in Å:
1 C -14.18 -8.79 23.70
2 C -13.03 -9.40 24.61
3 O -12.61 -10.54 23.99
4 H -13.99 -8.86 22.63
5 H -14.31 -7.73 23.94
6 H -15.13 -9.30 23.83
7 H -13.52 -9.70 25.54
8 H -12.12 -8.82 24.73
9 H -12.32 -11.21 24.62
10 C -9.41 -9.90 23.45
11 C -10.54 -10.28 22.55
12 O -11.56 -9.47 22.97
13 H -9.71 -10.15 24.47
14 H -9.20 -8.83 23.35
15 H -8.44 -10.37 23.28
16 H -10.74 -11.34 22.72
17 H -10.29 -10.07 21.51
18 H -12.31 -9.96 23.31
19 C -9.53 -8.70 20.21
20 C -10.27 -8.67 18.87
21 O -9.40 -8.35 17.77
22 H -10.21 -8.44 21.03
23 H -8.73 -7.97 20.20
24 H -9.18 -9.71 20.40
25 H -11.01 -7.87 18.83
26 H -10.85 -9.55 18.61
27 H -9.75 -8.84 17.02
28 C -9.06 -9.98 26.11
29 C -8.27 -10.18 27.42
30 O -8.85 -9.41 28.39
31 H -10.02 -10.48 26.25
32 H -8.37 -10.23 25.31
33 H -9.25 -8.92 25.99
34 H -7.24 -9.81 27.37
35 H -8.34 -11.20 27.79
36 H -8.15 -9.09 28.97

Output
- Frontier orbital gap: 0.319 hartree
- HOMO energy: -8.26 eV
- Charge: 0

--- ii ---
Below is a cluster of 4 separate species, C8H24O4 in total, with properties calculated with ωB97M-V/def2-TZVPD.

Positions of all 36 atoms, in Å:
1 C -28.15 8.77 -18.02
2 C -27.12 8.78 -16.89
3 O -26.86 7.42 -16.63
4 H -27.63 8.40 -18.91
5 H -28.40 9.80 -18.30
6 H -29.05 8.18 -17.89
7 H -27.44 9.39 -16.05
8 H -26.26 9.36 -17.25
9 H -25.98 7.29 -16.26
10 C -26.77 13.27 -17.84
11 C -26.44 14.11 -19.06
12 O -26.66 15.48 -18.73
13 H -26.41 12.24 -17.91
14 H -27.85 13.15 -17.77
15 H -26.47 13.73 -16.90
16 H -27.13 13.86 -19.87
17 H -25.41 13.90 -19.35
18 H -27.31 15.84 -19.34
19 C -32.19 7.91 -13.28
20 C -33.10 7.47 -12.15
21 O -32.84 6.10 -11.90
22 H -32.34 7.25 -14.14
23 H -31.14 7.76 -13.00
24 H -32.29 8.92 -13.69
25 H -34.14 7.51 -12.49
26 H -33.05 8.12 -11.28
27 H -32.00 5.96 -11.47
28 C -31.48 11.55 -15.22
29 C -30.72 12.01 -16.47
30 O -29.36 11.59 -16.34
31 H -31.67 10.48 -15.19
32 H -32.43 12.09 -15.11
33 H -30.86 11.75 -14.35
34 H -30.76 13.10 -16.52
35 H -31.15 11.52 -17.35
36 H -29.36 10.63 -16.22

Output
- Frontier orbital gap: 0.398 hartree
- HOMO energy: -10.18 eV
- Charge: 0

--- iii ---
Below is a cluster of 4 separate species, C8H24O4 in total, with properties calculated with ωB97M-V/def2-TZVPD.

Positions of all 36 atoms, in Å:
1 C 5.36 -9.19 12.59
2 C 5.81 -9.69 11.22
3 O 5.12 -9.04 10.16
4 H 4.48 -9.77 12.90
5 H 5.11 -8.13 12.53
6 H 6.09 -9.38 13.38
7 H 5.62 -10.77 11.13
8 H 6.88 -9.52 11.10
9 H 4.17 -9.18 10.29
10 C -3.48 -7.64 9.67
11 C -4.86 -7.92 10.22
12 O -4.86 -8.99 11.16
13 H -3.01 -8.53 9.23
14 H -2.78 -7.33 10.45
15 H -3.45 -6.87 8.90
16 H -5.56 -8.17 9.42
17 H -5.30 -7.02 10.67
18 H -4.59 -8.62 12.01
19 C 1.34 -6.72 13.73
20 C 2.23 -7.86 14.17
21 O 1.83 -9.11 13.59
22 H 1.37 -6.62 12.64
23 H 1.65 -5.80 14.23
24 H 0.29 -6.91 13.99
25 H 2.21 -7.97 15.26
26 H 3.28 -7.72 13.93
27 H 1.06 -9.46 14.05
28 C 0.35 -8.06 9.58
29 C 1.83 -8.41 9.73
30 O 2.04 -9.65 10.38
31 H -0.19 -8.98 9.34
32 H 0.18 -7.38 8.75
33 H -0.04 -7.61 10.49
34 H 2.34 -7.59 10.27
35 H 2.29 -8.46 8.74
36 H 2.04 -9.48 11.33

Output
- Frontier orbital gap: 0.380 hartree
- HOMO energy: -9.89 eV
- Charge: 0

Top of the stability list: iii, leading by 14.8 kcal/mol.